# 1
Computed, not measured: a gas-phase ion, C5H12NO (charge +1), with wB97M-V/def2-TZVPD.

## Properties
Total charge   +1
Molar mass   102.16 u
SMILES   OC[C@@H]1CCC[NH2+]1
Orbital gap   11.39 eV

Geometry as XYZ:
```
19
Properties=species:S:1:pos:R:3:forces:R:3:mulliken_charge:R:1
O -0.27348 2.14613 1.67790 -0.5 -0.6 1.7 -0.497
C 0.18039 0.78892 1.78616 -1.7 1.5 -1.1 -0.587
C 0.60081 0.38783 0.39579 1.7 -3.1 -1.0 0.228
C -0.14478 0.83658 -0.77188 -1.9 1.9 -3.7 -0.850
C -0.48678 -0.32759 -1.87642 1.8 0.7 3.4 -0.425
C 0.19618 -1.58825 -1.15419 -0.8 -0.3 -0.6 -0.564
N 0.24945 -1.15822 0.35857 -2.9 0.2 -0.2 -0.415
H -0.79238 2.27307 2.51196 0.6 0.4 -1.1 0.327
H -0.72410 0.17419 2.08918 1.3 0.3 0.0 0.377
H 1.03312 0.72787 2.41252 0.5 -0.4 1.2 0.354
H 1.73297 0.38653 0.10476 -1.9 0.2 1.2 0.354
H -1.10018 1.35260 -0.56324 0.6 -0.3 0.4 0.310
H 0.39940 1.54088 -1.43827 0.0 0.0 1.2 0.336
H -0.14682 0.15249 -2.80863 0.1 -1.5 0.1 0.361
H -1.55104 -0.41681 -1.83931 -0.6 -0.4 -0.4 0.268
H 1.22475 -1.82443 -1.40789 0.0 0.3 -0.3 0.321
H -0.42976 -2.52659 -1.33637 0.9 1.3 0.8 0.347
H -0.74615 -1.30418 0.77414 1.8 0.7 -1.1 0.437
H 0.77840 -1.62102 1.08523 0.9 -0.9 -0.6 0.320
```
Forces are in eV/Å.


# 2
Computed, not measured: 2 unconnected molecules or ions with the total composition C5H12NO, with wB97M-V/def2-TZVPD.

## Properties
Total charge   +1
Molar mass   102.16 u
Orbital gap   11.21 eV

Geometry as XYZ:
```
19
Properties=species:S:1:pos:R:3:forces:R:3:mulliken_charge:R:1
C -0.61823 1.16861 -0.81493 1.9 -1.5 -1.6 -0.744
C -0.26433 1.17015 0.60594 -0.2 0.6 2.1 -0.636
C -0.81111 -0.02825 -0.00372 -3.1 -4.6 1.1 0.827
C -2.27156 -0.72796 0.13654 0.7 -0.5 -1.6 -1.348
C 3.69646 0.34770 -0.05558 0.3 1.7 2.6 -0.141
N 0.11495 -1.17377 -0.23364 0.2 -2.5 0.0 -0.214
O 2.50352 0.23171 -0.19717 0.4 -0.4 -0.6 -0.445
H -1.49615 1.49218 -1.23282 -2.0 1.5 -0.5 0.347
H 0.11946 0.97148 -1.59656 0.3 0.7 0.4 0.211
H 0.76168 1.09994 0.92185 0.2 0.4 -0.2 0.186
H -0.91184 1.62641 1.35057 0.1 0.3 -0.3 0.282
H -2.72383 -1.32891 0.94441 1.6 0.2 0.6 0.363
H -2.44986 -1.45280 -0.76336 0.4 1.6 1.1 0.296
H -2.97515 0.05922 0.10194 -0.9 1.0 -0.6 0.366
H 4.11716 1.27807 0.43785 -0.5 -0.3 -1.0 0.224
H 4.45366 -0.41739 -0.04709 0.1 -1.1 -0.9 0.268
H 0.16542 -1.90939 0.55458 -0.7 1.6 -1.1 0.432
H 1.10131 -0.83719 -0.24133 -0.1 -0.1 -1.0 0.273
H -0.23873 -1.74916 -1.09441 1.3 1.5 1.6 0.453
```
Forces are in eV/Å.


# 3
Computed, not measured: a gas-phase ion, C5H12NO (charge +1), with wB97M-V/def2-TZVPD.

## Properties
Total charge   +1
Molar mass   102.16 u
SMILES   [NH3+]/C=C/CCCO
Orbital gap   9.81 eV

Geometry as XYZ:
```
19
Properties=species:S:1:pos:R:3:forces:R:3:mulliken_charge:R:1
N 2.90998 0.16497 -0.80298 -0.1 -4.9 1.4 -0.384
C 1.98939 0.52707 0.34674 -3.1 -2.7 -1.8 -0.462
C 0.69690 -0.01220 0.27237 3.7 0.4 -0.6 0.059
C -0.26917 0.08648 1.35804 -2.1 -0.1 -3.1 -0.921
C -1.63051 0.60590 0.58667 2.1 0.5 2.6 -0.570
C -2.22035 -0.46770 -0.23325 -2.8 0.2 -3.6 -0.412
O -1.60395 -0.58660 -1.61208 -0.2 -0.2 1.1 -0.570
H 3.67140 0.70397 -1.10456 0.9 2.0 -0.3 0.348
H 3.43205 -0.86544 -0.72723 -1.8 2.9 0.3 0.413
H 2.24907 0.00679 -1.53684 -0.2 0.1 -1.2 0.366
H 2.44852 0.71925 1.25917 0.8 0.9 1.2 0.392
H 0.29549 -0.61445 -0.59615 0.8 1.0 0.6 0.284
H -0.52854 -0.92228 1.63190 0.1 -0.3 0.8 0.340
H -0.00042 0.74274 2.12138 0.4 0.8 1.4 0.440
H -2.20573 0.87125 1.49105 -0.6 -0.1 -0.8 0.312
H -1.34708 1.53680 0.08949 -0.4 -0.2 -0.3 0.351
H -2.29714 -1.40703 0.28644 0.6 -0.6 0.1 0.299
H -3.29749 -0.28553 -0.54406 1.0 0.3 1.1 0.384
H -2.29241 -0.80398 -2.28610 0.7 0.2 1.2 0.331
```
Forces are in eV/Å.


# 4
Computed, not measured: 2 unconnected molecules or ions with the total composition C5H12NO, with wB97M-V/def2-TZVPD.

## Properties
Total charge   +1
Molar mass   102.16 u
Orbital gap (alpha / beta)   8.39 / 8.39 eV

Geometry as XYZ:
```
19
Properties=species:S:1:pos:R:3:forces:R:3:mulliken_charge:R:1
C -1.54005 -1.79447 -0.79203 3.7 1.9 -1.7 -1.031
C -0.34642 -1.27092 -1.22855 -2.0 -1.9 0.6 -0.118
C 0.49474 1.93474 0.60034 0.5 1.0 -2.0 -0.837
C 0.08491 -0.22758 1.63271 1.0 1.2 3.0 -0.888
C 0.36598 -0.11681 -0.73575 0.2 2.9 -3.2 0.137
N -0.11025 0.63612 0.47289 -2.3 -2.5 -2.5 0.081
O 1.72610 -0.12301 -0.77384 -0.3 -0.3 -0.9 -0.385
H -1.82253 -2.62726 -1.36186 -1.1 -1.1 -0.1 0.287
H -2.11751 -1.27148 -0.09762 -1.2 0.2 1.1 0.319
H 0.12863 -1.83854 -2.04586 0.1 0.6 0.5 0.216
H 0.58618 2.35692 -0.47008 0.0 -0.3 2.1 0.253
H -0.10998 2.47202 1.26918 -1.1 1.2 0.4 0.442
H 1.38295 1.79965 1.15416 1.5 0.0 -0.1 0.408
H 0.11153 0.49125 2.56462 -0.6 -2.0 -1.5 0.344
H -0.51758 -1.11359 1.62710 -1.3 0.2 0.3 0.381
H 1.04401 -0.71067 1.57241 0.9 0.5 -0.1 0.405
H -0.31133 1.20674 -2.00404 1.2 -2.0 1.9 0.137
H -1.14785 0.74027 0.22954 1.6 0.0 0.7 0.450
H 2.09846 -0.54338 -1.61334 -0.9 0.7 1.6 0.397
```
Forces are in eV/Å.


# 5
Computed, not measured: a gas-phase ion, C5H12NO (charge +1), with wB97M-V/def2-TZVPD.

## Properties
Total charge   +1
Molar mass   102.16 u
SMILES   CC(C)[C@H]([NH3+])C=O
Orbital gap   10.81 eV

Geometry as XYZ:
```
19
Properties=species:S:1:pos:R:3:forces:R:3:mulliken_charge:R:1
C -0.74660 2.29941 0.11916 -1.0 1.7 -0.4 -1.328
C -0.90053 0.78967 0.22540 -1.5 -2.1 0.0 0.421
C -1.61094 0.08529 -0.99517 2.8 -0.4 -0.7 -1.231
C 0.37828 -0.02105 0.57333 2.1 3.2 -2.4 -0.126
N 1.43287 0.12541 -0.66767 2.2 0.2 0.2 -0.467
C 0.31274 -1.45957 0.72057 -2.7 -3.9 2.3 -0.081
O 1.13874 -2.31689 0.50668 -0.1 1.6 -0.6 -0.444
H -0.22802 2.69963 -0.84004 -0.9 -0.8 1.5 0.304
H -0.12359 2.64483 1.00007 -1.0 0.0 -0.9 0.359
H -1.89198 2.77006 0.15214 3.3 -1.0 0.0 0.354
H -1.64665 0.62182 1.05261 1.1 0.0 -0.3 0.316
H -0.83080 -0.30364 -1.76182 -1.3 0.3 1.2 0.204
H -2.10106 0.81158 -1.55932 -1.1 1.3 -0.8 0.433
H -2.31010 -0.71386 -0.80191 0.1 -0.2 0.5 0.367
H 0.96591 0.44042 1.37204 -0.3 -0.2 0.3 0.561
H 2.16299 0.91041 -0.72707 -1.4 -1.1 0.9 0.390
H 1.98670 -0.76733 -0.78946 -0.6 0.7 0.8 0.367
H 0.97570 0.19229 -1.55061 -1.1 0.2 -0.8 0.301
H -0.69677 -1.81156 1.21391 1.4 0.7 -0.7 0.298
```
Forces are in eV/Å.


# 6
Computed, not measured: a gas-phase ion, C5H12NO (charge +1), with wB97M-V/def2-TZVPD.

## Properties
Total charge   +1
Molar mass   102.16 u
SMILES   C=[NH+]CCCCO
Orbital gap   9.65 eV

Geometry as XYZ:
```
19
Properties=species:S:1:pos:R:3:forces:R:3:mulliken_charge:R:1
C -0.38276 0.13327 -2.67083 -0.5 -1.2 0.3 -0.109
N -0.23179 -0.03674 -1.41860 0.2 1.8 0.0 0.066
C 1.05299 -0.43488 -0.80105 0.4 -0.4 -1.1 -0.620
C 0.89379 -1.22695 0.47595 -0.5 -0.1 0.4 -0.709
C -0.23672 -0.82146 1.45426 0.2 0.5 -0.6 -0.670
C -0.29951 0.63883 1.89840 0.5 -0.4 0.1 -0.513
O -0.79408 1.47896 0.84934 -0.2 -0.2 -0.1 -0.536
H -1.20701 0.73232 -3.00714 -0.3 0.1 -0.2 0.279
H 0.20992 -0.44600 -3.36924 0.4 0.4 -0.1 0.277
H -0.85526 0.52824 -0.81206 0.3 -0.2 0.2 0.261
H 1.55984 -0.96702 -1.62110 0.0 -0.4 0.5 0.455
H 1.65319 0.47482 -0.75339 -0.4 0.2 0.6 0.335
H 0.71872 -2.25125 0.19132 -0.2 -0.5 -0.1 0.331
H 1.81298 -1.28116 1.04478 0.5 0.4 -0.2 0.372
H -0.06375 -1.40562 2.35432 -0.2 -0.2 0.0 0.389
H -1.21001 -1.08696 1.03051 0.0 -0.1 0.2 0.355
H -0.92752 0.67311 2.79150 -0.1 0.3 -0.1 0.398
H 0.70112 0.98946 2.15083 0.1 0.0 0.3 0.340
H -0.94047 2.36106 1.21092 0.0 -0.1 -0.2 0.298
```
Forces are in eV/Å.


# 7
Computed, not measured: a gas-phase ion, C5H12NO (charge +1), with wB97M-V/def2-TZVPD.

## Properties
Total charge   +1
Molar mass   102.16 u
Orbital gap   9.13 eV

Geometry as XYZ:
```
19
Properties=species:S:1:pos:R:3:forces:R:3:mulliken_charge:R:1
C -0.14747 -1.88683 -0.50670 -0.4 0.7 -0.7 -0.401
O 0.64015 -0.71063 -1.29865 -0.5 -2.7 0.0 -0.359
C -0.63982 -1.39780 0.79532 -1.1 -0.4 2.0 -0.502
C -1.52030 -0.12057 0.73895 0.2 1.4 1.9 -0.652
C -0.73351 1.08525 0.19703 0.7 0.3 2.4 -0.635
C 0.48166 1.47628 0.73381 -0.2 0.1 -1.1 -0.046
N 1.48186 1.80360 -0.32211 -0.6 -0.7 0.5 -0.570
H -0.90793 -2.19444 -1.20537 -0.6 0.7 -0.3 0.326
H 0.47507 -2.76490 -0.48561 1.1 0.2 0.3 0.450
H 1.38452 -1.18881 -1.70858 0.1 1.1 0.0 0.395
H -1.39508 -2.20283 1.22850 1.9 1.2 -0.9 0.306
H 0.21251 -1.23953 1.55206 -1.3 -0.4 -1.2 0.234
H -2.49218 -0.24300 0.28630 0.0 -0.2 -0.8 0.449
H -1.82731 0.04577 1.80334 0.4 0.0 -0.6 0.331
H -1.13113 1.74434 -0.58621 0.5 -1.1 -0.7 0.341
H 0.86771 1.52700 1.80386 -0.7 -1.1 -1.5 0.354
H 2.43437 1.63498 -0.04820 0.2 -0.3 0.6 0.227
H 1.52646 2.72245 -0.68868 -0.6 1.3 -0.4 0.208
H 0.71546 0.28083 -1.05788 0.7 -0.1 0.4 0.543
```
Forces are in eV/Å.


# 8
Computed, not measured: a gas-phase ion, C5H12NO (charge +1), with wB97M-V/def2-TZVPD.

## Properties
Total charge   +1
Molar mass   102.16 u
SMILES   C=CC[C@@H]([NH3+])CO
Orbital gap   10.45 eV

Geometry as XYZ:
```
19
Properties=species:S:1:pos:R:3:forces:R:3:mulliken_charge:R:1
C -1.92173 1.77232 -0.94368 -0.1 -0.6 0.6 -0.792
C -1.50554 0.54232 -1.23705 -0.1 0.3 -0.4 -0.220
C -0.07191 0.07838 -1.12516 0.1 0.9 -0.9 -0.895
C 0.42019 -0.01034 0.29988 -0.3 -1.3 0.0 -0.066
N -0.39892 -1.11473 1.00072 0.7 -0.3 -0.1 -0.260
C 1.85351 -0.49896 0.39796 0.6 1.1 0.4 -0.698
O 2.22128 -0.72402 1.75067 -0.5 -0.4 -0.1 -0.531
H -1.26927 2.58608 -0.64033 0.0 -0.1 0.1 0.294
H -2.99160 1.91800 -0.86878 0.0 0.5 -0.5 0.289
H -2.24326 -0.11266 -1.69311 0.1 -0.3 0.4 0.366
H 0.12616 -0.83512 -1.69439 -0.2 -0.3 0.4 0.497
H 0.55621 0.79065 -1.66777 0.1 0.2 0.3 0.402
H 0.22760 0.87885 0.89575 0.2 0.2 -0.2 0.391
H -1.26636 -0.80739 1.43744 -0.1 0.0 -0.3 0.349
H -0.55837 -1.84637 0.30439 -0.5 0.0 0.1 0.379
H 0.20191 -1.54175 1.71887 0.0 0.2 0.2 0.388
H 2.50519 0.26092 -0.04441 -0.1 0.0 -0.1 0.390
H 2.02643 -1.42222 -0.14611 -0.2 -0.2 0.0 0.375
H 2.08849 0.08605 2.25511 0.3 0.1 0.0 0.342
```
Forces are in eV/Å.


Q: What is the molar mass in the seventh record?
A: 102.16 u


Please write out number 2 again, unchanged.
Computed, not measured: 2 unconnected molecules or ions with the total composition C5H12NO, with wB97M-V/def2-TZVPD.

## Properties
Total charge   +1
Molar mass   102.16 u
Orbital gap   11.21 eV

Geometry as XYZ:
```
19
Properties=species:S:1:pos:R:3:forces:R:3:mulliken_charge:R:1
C -0.61823 1.16861 -0.81493 1.9 -1.5 -1.6 -0.744
C -0.26433 1.17015 0.60594 -0.2 0.6 2.1 -0.636
C -0.81111 -0.02825 -0.00372 -3.1 -4.6 1.1 0.827
C -2.27156 -0.72796 0.13654 0.7 -0.5 -1.6 -1.348
C 3.69646 0.34770 -0.05558 0.3 1.7 2.6 -0.141
N 0.11495 -1.17377 -0.23364 0.2 -2.5 0.0 -0.214
O 2.50352 0.23171 -0.19717 0.4 -0.4 -0.6 -0.445
H -1.49615 1.49218 -1.23282 -2.0 1.5 -0.5 0.347
H 0.11946 0.97148 -1.59656 0.3 0.7 0.4 0.211
H 0.76168 1.09994 0.92185 0.2 0.4 -0.2 0.186
H -0.91184 1.62641 1.35057 0.1 0.3 -0.3 0.282
H -2.72383 -1.32891 0.94441 1.6 0.2 0.6 0.363
H -2.44986 -1.45280 -0.76336 0.4 1.6 1.1 0.296
H -2.97515 0.05922 0.10194 -0.9 1.0 -0.6 0.366
H 4.11716 1.27807 0.43785 -0.5 -0.3 -1.0 0.224
H 4.45366 -0.41739 -0.04709 0.1 -1.1 -0.9 0.268
H 0.16542 -1.90939 0.55458 -0.7 1.6 -1.1 0.432
H 1.10131 -0.83719 -0.24133 -0.1 -0.1 -1.0 0.273
H -0.23873 -1.74916 -1.09441 1.3 1.5 1.6 0.453
```
Forces are in eV/Å.


Q: total charge of number 4 (C5H12NO)?
A: +1


Q: What is the formula in the fifth record?
A: C5H12NO